1.
ORCA calculation (ωB97M-V/def2-TZVPD) on the molecule C6H4 at a distorted geometry.

The geometry in XYZ format:
```
10
Properties=species:S:1:pos:R:3:nbo_charge:R:1
C -0.048 0.540 1.386 -0.088
C 1.328 1.991 0.025 -0.089
C 0.911 1.553 1.061 -0.137
C -0.280 -0.104 0.260 -0.240
C -0.703 -0.994 -0.732 -0.580
C 0.242 0.116 -1.028 0.167
H -0.657 0.340 2.273 0.230
H 1.629 2.562 -0.790 0.225
H -0.233 -1.989 -1.001 0.261
H -1.744 -0.847 -0.865 0.253
```

Output
- energy relative to the best compared isomer or geometry (same formula, charge and spin) (kcal/mol) = 114.8
- largest force on an atom (hartree/bohr) = 0.0531
- gap between HOMO and LUMO (Ha) = 0.28053
- LUMO level (eV) = -1.415

=====

2.
ORCA calculation (ωB97M-V/def2-TZVPD) on a structure of composition C12H19MnNO13 at a distorted geometry.

The geometry in XYZ format:
```
46
Properties=species:S:1:pos:R:3:nbo_charge:R:1
Mn -0.175 0.748 -1.112 1.617
O -1.864 1.701 -0.573 -1.281
H -2.487 1.452 0.104 0.443
N 1.471 1.180 -3.249 0.712
O 1.779 0.624 -2.160 -0.607
O 0.502 1.988 -3.130 -0.557
O 1.976 1.010 -4.354 -0.431
C -0.221 -3.064 4.436 -0.643
C -1.050 -2.276 3.400 0.067
C -1.229 -0.780 3.824 -0.083
O -1.117 -0.193 2.528 -0.472
C -0.632 -1.009 1.615 1.023
O -0.336 -0.691 0.510 -0.639
O -0.418 -2.230 2.139 -0.476
H -0.285 -4.122 4.171 0.226
H -0.421 -2.930 5.496 0.227
H 0.842 -2.858 4.278 0.223
H -1.995 -2.791 3.222 0.188
H -0.428 -0.462 4.491 0.183
H -2.183 -0.540 4.285 0.210
C -2.098 -0.306 -6.733 -0.637
C -2.635 0.294 -5.454 0.079
C -3.804 -0.517 -4.790 -0.098
O -3.331 -0.702 -3.463 -0.473
C -2.057 -0.319 -3.349 1.024
O -1.430 -0.489 -2.338 -0.667
O -1.619 0.289 -4.433 -0.450
H -1.450 -1.150 -6.503 0.229
H -1.487 0.491 -7.158 0.236
H -2.922 -0.599 -7.380 0.215
H -3.085 1.276 -5.588 0.192
H -3.990 -1.379 -5.428 0.192
H -4.614 0.194 -4.650 0.200
C 4.039 0.254 3.824 -0.626
C 3.031 1.308 3.315 0.065
C 3.715 2.528 2.706 -0.094
O 2.987 2.678 1.476 -0.472
C 2.068 1.706 1.349 1.003
O 1.181 1.714 0.562 -0.604
O 2.290 0.707 2.230 -0.497
H 4.777 0.782 4.433 0.213
H 4.555 -0.235 3.000 0.232
H 3.568 -0.494 4.458 0.220
H 2.270 1.555 4.054 0.184
H 4.766 2.281 2.577 0.196
H 3.546 3.375 3.364 0.204
```

Output
- 2S+1 = 6
- largest force on an atom (hartree/bohr) = 0.0531
- gap between HOMO and LUMO (spin up / spin down) (Ha) = 0.27530 / 0.29599
- LUMO level (spin up / spin down) (eV) = 0.253 / 0.253

=====

3.
ORCA calculation (ωB97M-V/def2-TZVPD) on a structure of composition C15H20CaN2O2 at a distorted geometry.

The geometry in XYZ format:
```
40
Properties=species:S:1:pos:R:3:nbo_charge:R:1
C -5.197 0.695 0.606 -0.619
C -5.197 1.997 -0.200 -0.602
H -5.385 -0.170 -0.040 0.188
H -5.972 0.707 1.380 0.193
H -4.233 0.536 1.102 0.248
H -4.322 2.057 -0.857 0.201
H -6.090 2.075 -0.829 0.188
H -5.177 2.872 0.460 0.202
C 1.425 -2.544 0.378 0.063
C 2.291 -3.589 0.079 -0.240
C 3.379 -3.343 -0.757 -0.140
C 3.561 -2.061 -1.263 -0.225
H 0.557 -2.665 1.022 0.262
H 2.110 -4.574 0.497 0.235
H 4.077 -4.135 -1.011 0.229
H 4.401 -1.850 -1.914 0.220
N 1.597 -1.304 -0.109 -0.565
C 2.654 -1.052 -0.925 0.143
C 2.762 0.333 -1.410 0.243
N 1.792 1.195 -0.986 -0.595
C 1.840 2.477 -1.399 0.085
C 3.830 2.090 -2.676 -0.136
C 2.834 2.962 -2.237 -0.246
H 1.046 3.116 -1.032 0.250
H 2.820 4.004 -2.535 0.236
C 3.787 0.767 -2.256 -0.244
H 4.550 0.070 -2.582 0.220
H 4.623 2.433 -3.332 0.230
Ca 0.350 0.396 0.261 1.691
C -0.670 2.151 0.455 -1.477
H -0.968 2.446 -0.559 0.176
H 0.040 2.873 0.881 0.176
H -1.553 2.090 1.091 0.251
C -1.623 -2.484 3.379 -0.280
O -1.237 -1.990 2.149 -0.619
C -1.342 -0.694 1.774 0.236
O -2.228 0.004 2.234 -0.704
H -1.939 -1.676 4.074 0.197
H -0.749 -2.995 3.838 0.158
H -2.442 -3.218 3.254 0.174
```

Output
- energy relative to the best compared isomer or geometry (same formula, charge and spin) (kcal/mol) = 41.6
- largest force on an atom (hartree/bohr) = 0.1109
- gap between HOMO and LUMO (Ha) = 0.17582
- LUMO level (eV) = -1.295

=====

4.
ORCA calculation (ωB97M-V/def2-TZVPD) on a cluster of 2 separate species, C5H6INO3 in total at a distorted geometry.

The geometry in XYZ format:
```
16
Properties=species:S:1:pos:R:3:nbo_charge:R:1
C -1.942 -1.491 0.145 -0.471
C -0.570 0.463 -0.082 0.311
C 1.285 -1.027 0.703 -0.354
C 1.579 -0.692 -0.693 -0.344
C 0.796 0.337 0.192 0.078
N -1.275 1.612 -0.101 0.375
O -2.374 1.776 0.387 -0.366
O -0.679 2.418 -0.854 -0.444
O 1.515 1.427 0.634 -0.687
I -3.861 -0.873 0.411 0.299
H -1.822 -1.972 -0.833 0.125
H 0.502 -1.739 0.918 0.260
H 2.074 -0.942 1.437 0.246
H 2.571 -0.355 -0.951 0.242
H 1.016 -1.160 -1.484 0.233
H 1.185 2.218 0.171 0.499
```

Output
- energy relative to the best compared isomer or geometry (same formula, charge and spin) (kcal/mol) = 225.1
- largest force on an atom (hartree/bohr) = 0.0663
- gap between HOMO and LUMO (spin up / spin down) (Ha) = 0.24575 / 0.23016
- LUMO level (spin up / spin down) (eV) = -1.902 / -1.932

=====

5.
ORCA calculation (ωB97M-V/def2-TZVPD) on the molecule C4H14N4 at a distorted geometry.

The geometry in XYZ format:
```
22
Properties=species:S:1:pos:R:3:nbo_charge:R:1
C 1.194 0.259 1.472 -0.409
C 1.124 -1.592 -0.058 -0.409
C 0.393 1.318 -1.621 -0.426
N 0.330 -0.613 0.675 -0.486
H 1.979 0.722 0.863 0.172
H 1.681 -0.327 2.259 0.197
H 0.650 1.063 1.976 0.210
H 1.654 -2.234 0.658 0.193
H 0.524 -2.271 -0.670 0.220
H 1.878 -1.121 -0.695 0.164
H 0.036 0.733 -2.472 0.193
H 1.412 1.018 -1.368 0.198
H 0.458 2.362 -1.944 0.202
C -0.800 0.002 0.038 0.530
N -1.466 -0.845 -0.867 -0.842
N -1.782 0.166 1.041 -0.857
N -0.596 1.291 -0.486 -0.660
H -1.712 -1.676 -0.340 0.353
H -2.358 -0.389 -1.025 0.368
H -1.576 -0.576 1.705 0.367
H -1.517 1.015 1.529 0.351
H -1.505 1.695 -0.669 0.373
```

Output
- energy relative to the best compared isomer or geometry (same formula, charge and spin) (kcal/mol) = 29.8
- largest force on an atom (hartree/bohr) = 0.0661
- gap between HOMO and LUMO (Ha) = 0.34743
- LUMO level (eV) = 1.078
- SMILES = CNC(N)(N)N(C)C

=====

6.
ORCA calculation (ωB97M-V/def2-TZVPD) on a structure of composition C42H78InN2O2 at a distorted geometry.

The geometry in XYZ format:
```
125
Properties=species:S:1:pos:R:3:mulliken_charge:R:1
C 5.744 0.317 -0.139 -0.670
C 5.998 1.434 -1.353 -0.542
C 4.561 1.676 -2.171 0.204
C 4.923 1.773 -3.768 -0.687
C 3.632 1.962 -4.761 -0.803
C 2.396 0.904 -4.475 0.835
C 0.988 1.709 -4.870 -0.546
C -0.214 0.678 -5.295 -0.993
In -0.964 -0.632 -3.569 0.915
C -0.843 -2.827 -4.274 -1.227
C 0.691 -3.375 -4.421 0.087
C 1.400 -3.877 -3.035 1.477
C 0.376 -4.376 -1.858 -1.224
C 2.380 -5.190 -3.371 -0.919
C 3.368 -4.933 -4.669 -0.510
C 4.093 -3.456 -4.651 -0.420
C 5.397 -3.134 -4.009 0.516
C 5.380 -2.070 -2.746 -0.046
C 6.872 -3.711 -4.474 -1.063
C -3.160 -0.041 -3.167 0.088
C -4.380 -0.963 -3.791 -0.291
C -5.934 -0.551 -3.467 -0.399
C -6.280 0.785 -2.555 -0.410
C -5.089 1.724 -1.925 -0.424
C -3.515 1.278 -2.240 -0.196
H 5.320 0.886 0.807 0.164
H 4.940 -0.494 -0.434 0.081
H 6.747 -0.268 0.079 0.308
H 6.704 0.884 -2.135 0.266
H 6.457 2.434 -0.940 0.329
H 3.884 0.749 -1.883 -0.146
H 4.102 2.700 -1.778 0.361
H 5.585 0.884 -4.169 0.210
H 5.597 2.749 -3.899 0.242
H 4.003 1.727 -5.870 0.245
H 3.245 3.090 -4.812 0.311
H 2.272 0.601 -3.347 -0.268
H 2.444 -0.078 -5.110 -0.093
H 0.732 2.356 -3.907 0.105
H 1.267 2.504 -5.709 0.335
H 0.083 -0.040 -6.198 0.185
H -1.140 1.347 -5.600 0.286
H -0.024 -0.354 -2.040 -0.510
H -1.292 -2.793 -5.380 0.263
H -1.568 -3.529 -3.666 0.208
H 1.336 -2.487 -4.860 -0.277
H 0.724 -4.241 -5.233 0.174
H 2.136 -3.076 -2.552 -0.577
H -0.399 -5.191 -2.185 0.292
H 0.995 -4.835 -0.948 0.350
H -0.209 -3.450 -1.385 0.166
H 1.775 -6.174 -3.563 0.276
H 3.111 -5.434 -2.459 0.296
H 2.818 -5.151 -5.694 0.268
H 4.254 -5.730 -4.598 0.350
H 3.515 -2.551 -5.163 0.178
H 4.282 -1.818 -2.371 -0.236
H 6.090 -2.391 -1.854 0.315
H 5.837 -1.056 -3.177 -0.132
H 6.893 -4.006 -5.608 0.301
H 7.191 -4.572 -3.746 0.255
H 7.632 -2.805 -4.334 0.299
H -4.092 -1.888 -4.454 0.208
H -6.814 -1.206 -3.875 0.249
H -7.400 1.057 -2.355 0.239
H -5.284 2.684 -1.278 0.285
H -2.658 1.924 -1.776 0.192
C -0.636 1.943 1.263 -1.548
C 0.912 2.038 1.272 1.957
C 1.541 0.671 1.656 -0.804
C 1.463 0.353 3.142 -0.580
C 2.048 1.495 3.969 -1.284
C 1.395 2.863 3.652 1.932
N 1.341 3.159 2.178 0.261
O 2.639 3.539 1.779 -0.538
C -0.031 2.898 4.264 -1.787
C 2.151 3.971 4.459 -1.853
C 1.247 2.290 -0.240 -1.479
H -1.086 1.770 2.235 -0.002
H -1.081 2.859 0.854 0.475
H -0.971 1.110 0.633 0.335
H 2.599 0.656 1.360 0.006
H 1.060 -0.139 1.093 0.431
H 0.427 0.152 3.431 0.196
H 2.023 -0.567 3.346 0.435
H 1.934 1.259 5.033 0.367
H 3.129 1.541 3.782 0.360
H -0.618 3.735 3.874 0.396
H 0.005 3.018 5.358 0.475
H -0.596 1.976 4.114 0.180
H 3.223 4.005 4.233 0.370
H 2.078 3.791 5.539 0.400
H 1.724 4.963 4.263 0.449
H 0.863 3.261 -0.576 0.558
H 0.788 1.521 -0.873 0.196
H 2.322 2.256 -0.446 -0.003
C -6.936 0.121 3.856 -1.691
C -5.388 0.216 3.866 1.858
C -4.759 -1.150 4.250 -1.202
C -4.837 -1.469 5.736 -0.498
C -4.252 -0.327 6.562 -1.202
C -4.905 1.041 6.246 1.803
N -4.959 1.337 4.772 0.036
O -3.661 1.717 4.373 -0.339
C -6.331 1.076 6.858 -1.835
C -4.149 2.149 7.053 -1.684
C -5.053 0.468 2.353 -1.785
H -7.386 -0.052 4.829 0.315
H -7.381 1.037 3.448 0.377
H -7.271 -0.712 3.227 0.409
H -3.701 -1.166 3.954 0.316
H -5.240 -1.961 3.687 0.416
H -5.873 -1.670 6.025 0.313
H -4.277 -2.389 5.940 0.383
H -4.366 -0.563 7.627 0.352
H -3.171 -0.281 6.375 0.327
H -6.918 1.914 6.468 0.380
H -6.295 1.197 7.951 0.455
H -6.896 0.154 6.708 0.348
H -3.077 2.184 6.826 0.214
H -4.222 1.969 8.133 0.424
H -4.576 3.141 6.857 0.445
H -5.437 1.439 2.018 0.497
H -5.512 -0.301 1.721 0.398
H -3.978 0.434 2.148 0.162
```

Output
- energy relative to the best compared isomer or geometry (same formula, charge and spin) (kcal/mol) = 201.2
- 2S+1 = 3
- largest force on an atom (hartree/bohr) = 0.1009
- gap between HOMO and LUMO (spin up / spin down) (Ha) = 0.25006 / 0.21787
- total charge = -1
- LUMO level (spin up / spin down) (eV) = 2.037 / 1.161

=====

7.
ORCA calculation (ωB97M-V/def2-TZVPD) on a structure of composition C21H25N3O3PSbSe4TeTi.

The geometry in XYZ format:
```
60
Properties=species:S:1:pos:R:3:nbo_charge:R:1
Ti 0.624 0.440 -0.289 1.166
C 0.203 3.385 -1.949 -0.689
C 0.893 2.419 -2.841 0.285
C 1.038 2.689 -4.203 -0.230
C 1.589 1.745 -5.039 -0.115
C 2.002 0.536 -4.495 -0.219
C 1.863 0.339 -3.141 0.192
N 1.317 1.262 -2.311 -0.512
C 2.204 -0.954 -2.502 0.208
C 2.439 -2.125 -3.200 -0.206
C 2.552 -3.309 -2.490 -0.088
C 2.415 -3.293 -1.110 -0.209
C 2.194 -2.077 -0.490 0.276
N 2.125 -0.929 -1.172 -0.510
C 1.950 -1.914 0.962 0.176
C 1.978 -2.960 1.856 -0.221
C 1.846 -2.675 3.209 -0.106
C 1.772 -1.360 3.609 -0.239
C 1.723 -0.340 2.658 0.304
C 1.742 1.083 3.093 -0.683
N 1.722 -0.632 1.345 -0.543
H 0.152 4.376 -2.395 0.240
H 0.708 3.483 -0.988 0.265
H -0.822 3.060 -1.746 0.255
H 0.688 3.637 -4.585 0.233
H 1.684 1.933 -6.100 0.233
H 2.425 -0.237 -5.118 0.231
H 2.462 -2.137 -4.279 0.236
H 2.693 -4.244 -3.010 0.248
H 2.424 -4.217 -0.555 0.244
H 2.101 -3.976 1.512 0.238
H 1.845 -3.475 3.937 0.234
H 1.752 -1.094 4.657 0.233
H 2.453 1.193 3.913 0.236
H 0.766 1.411 3.452 0.287
H 2.038 1.751 2.289 0.244
C -3.562 1.994 -1.027 -0.628
C -3.782 1.126 0.190 -0.070
O -2.973 1.582 1.297 -0.828
P -1.611 0.813 1.690 1.697
O -0.390 1.701 0.981 -1.146
Te 0.059 3.808 1.575 -0.127
O -1.434 1.437 3.177 -0.836
C -2.417 1.183 4.191 -0.065
C -2.146 -0.128 4.900 -0.636
H -4.251 1.695 -1.819 0.227
H -2.546 1.881 -1.409 0.197
H -3.731 3.044 -0.785 0.218
H -3.571 0.074 -0.016 0.203
H -4.814 1.201 0.533 0.191
H -3.413 1.199 3.743 0.191
H -2.346 2.029 4.874 0.196
H -2.171 -0.963 4.199 0.218
H -2.905 -0.302 5.665 0.220
H -1.169 -0.109 5.384 0.202
Se -0.561 -5.361 -2.004 -0.721
Sb -2.382 -3.826 -2.186 1.059
Se -0.932 -0.788 -1.134 -0.162
Se -3.823 -3.527 -0.326 -0.643
Se -2.688 -2.558 -4.176 -0.654
```

Output
- energy relative to the best compared isomer or geometry (same formula, charge and spin) (kcal/mol) = 0.0
- largest force on an atom (hartree/bohr) = 0.0177
- gap between HOMO and LUMO (Ha) = 0.18800
- LUMO level (eV) = -1.925

=====

8.
ORCA calculation (ωB97M-V/def2-TZVPD) on a structure of composition C25H38AgN3O4P2S.

The geometry in XYZ format:
```
74
Properties=species:S:1:pos:R:3:mulliken_charge:R:1
Ag -1.100 0.159 0.458 1.341
C -3.605 -2.752 -0.816 -1.337
P -3.208 -1.410 0.364 0.791
C -4.035 -2.036 1.874 -1.264
C -4.426 -0.140 -0.200 -1.142
C -4.347 1.169 0.603 -1.174
P -2.757 2.059 0.321 0.569
C -2.935 3.487 1.445 -1.295
C -3.054 2.833 -1.307 -1.340
H -3.033 -3.646 -0.566 0.386
H -3.327 -2.436 -1.821 0.277
H -4.670 -2.993 -0.795 0.430
H -5.071 -2.320 1.675 0.418
H -4.007 -1.279 2.657 0.261
H -3.491 -2.904 2.251 0.396
H -5.434 -0.564 -0.150 0.601
H -4.205 0.047 -1.255 0.157
H -4.412 0.954 1.675 0.274
H -5.185 1.829 0.362 0.601
H -3.923 3.943 1.351 0.429
H -2.175 4.227 1.195 0.409
H -2.769 3.181 2.478 0.299
H -3.952 3.456 -1.291 0.417
H -3.153 2.060 -2.069 0.331
H -2.192 3.444 -1.574 0.393
C 7.569 0.490 -0.137 -1.481
C 6.071 0.531 0.014 1.001
C 5.451 -0.087 1.101 -0.838
C 4.076 -0.078 1.240 -0.685
C 3.293 0.559 0.280 -0.419
C 3.887 1.184 -0.803 -0.320
C 5.272 1.167 -0.928 -0.826
S 1.539 0.548 0.467 2.058
O 0.983 1.251 -0.689 -0.821
O 1.258 1.189 1.744 -0.684
O 1.164 -0.884 0.465 -0.591
H 8.067 0.666 0.817 0.378
H 7.918 1.241 -0.846 0.356
H 7.896 -0.486 -0.501 0.288
H 6.059 -0.579 1.852 0.383
H 3.609 -0.556 2.092 0.453
H 3.263 1.684 -1.531 0.494
H 5.738 1.662 -1.772 0.313
N 2.946 -1.186 5.067 -0.538
C 1.874 -0.813 4.894 -0.022
C 0.524 -0.346 4.676 0.443
C -0.108 0.484 5.588 -0.381
C -1.388 0.922 5.297 -0.890
C -1.967 0.517 4.106 -0.296
N -1.368 -0.283 3.224 -0.038
C -0.143 -0.707 3.510 -0.352
H 0.398 0.785 6.495 0.493
H -1.923 1.575 5.973 0.428
H -2.963 0.861 3.843 0.432
H 0.354 -1.321 2.766 0.626
O -1.613 -0.423 -2.230 -0.658
C -0.992 -1.131 -2.989 -0.057
C -0.300 -2.393 -2.528 -0.087
C 1.167 -2.385 -2.995 -1.172
C 1.826 -0.989 -2.954 0.561
C 1.620 -0.108 -4.198 -0.963
C 0.188 0.391 -4.389 -0.596
N -0.751 -0.749 -4.309 -0.243
H -0.840 -3.269 -2.902 0.458
H -0.352 -2.404 -1.439 0.019
H 1.252 -2.807 -4.002 0.344
H 1.723 -3.055 -2.339 0.472
H 2.899 -1.122 -2.808 0.496
H 1.467 -0.448 -2.069 -0.478
H 1.915 -0.671 -5.093 0.308
H 2.292 0.752 -4.140 0.415
H 0.067 0.891 -5.350 0.394
H -0.089 1.094 -3.605 0.243
H -0.362 -1.528 -4.827 0.348
```

Output
- energy relative to the best compared isomer or geometry (same formula, charge and spin) (kcal/mol) = 0.8
- largest force on an atom (hartree/bohr) = 0.0184
- gap between HOMO and LUMO (Ha) = 0.29526
- LUMO level (eV) = 0.324